No. 1
ORCA calculation (wB97M-V/def2-TZVPD) on a cluster of 17 separate species, H34O17 in total at a distorted geometry.

Last column: Mulliken charge in e.
Positions of all 51 atoms, in Å:
O -0.4584 -2.0373 -2.3899  -0.724
H 0.4276 -1.6393 -2.5079  0.572
H -0.6264 -2.2183 -1.4709  0.237
O 0.6036 2.3907 -2.2999  -0.812
H 1.0706 1.9337 -1.6329  0.181
H -0.0764 1.7757 -2.6089  0.484
O -1.8524 3.3427 -1.0059  -0.722
H -1.7604 4.1737 -0.5879  0.286
H -0.9614 3.0297 -1.1069  0.417
O 1.0146 -0.1623 3.3531  -0.765
H 0.4756 0.6307 3.4151  0.267
H 1.7656 -0.0643 2.7161  0.466
O 1.6576 -0.6443 -2.5749  -0.638
H 2.1506 -0.2543 -1.8499  0.226
H 2.1836 -1.3603 -2.9139  0.362
O 2.6246 0.4397 1.3861  -0.818
H 3.2576 1.0717 1.7291  0.288
H 3.1576 -0.2773 1.0571  0.318
O -0.1024 0.0117 -0.1919  1.012
H -0.0614 0.9107 0.1341  -0.174
H 0.3156 -0.6513 0.3691  0.004
O 2.8766 1.2937 -1.0149  -0.723
H 2.6586 0.9147 -0.1639  0.479
H 3.7506 1.0137 -1.1989  0.290
O -1.5574 -3.0113 -0.0559  -0.713
H -0.9354 -2.8093 0.6361  0.300
H -1.3534 -3.9323 -0.2379  0.298
O -1.6544 -1.2233 2.4621  -0.635
H -2.4524 -0.8163 2.1261  0.305
H -1.1844 -0.4163 2.7001  0.373
O 2.1506 -3.7203 -0.7409  -0.631
H 1.9626 -2.9143 -0.2509  0.303
H 2.3346 -4.3203 -0.0019  0.302
O -1.2684 1.5707 2.7141  -0.639
H -1.8694 1.6647 1.9871  0.316
H -1.8554 1.6407 3.4901  0.300
O -2.9364 1.6057 0.7491  -0.806
H -2.7994 2.3467 0.1681  0.428
H -2.7474 0.7487 0.3371  0.308
O -3.0784 -0.8423 -0.6589  -0.799
H -2.7044 -1.6823 -0.4299  0.458
H -2.3544 -0.4653 -1.1409  0.261
O -1.3094 0.7897 -3.1389  -0.707
H -1.1624 0.6987 -4.0709  0.285
H -0.7984 0.0547 -2.7439  0.408
O 0.7986 -2.1533 1.2181  -0.634
H 0.5446 -3.0083 1.3451  0.313
H 0.4636 -1.7173 2.0531  0.155
O 0.5046 2.6327 0.5301  -0.459
H 1.2666 2.7627 1.0811  0.169
H -0.0984 2.8937 1.2341  0.229

Calculated values
ΔE to the lowest compared entry with this formula, charge and spin	43.8	kcal per mole
frontier orbital gap	9.216	eV
calculated total energy	-35360.11348	eV
strongest force on any atom	0.0787	hartree/bohr

No. 2
ORCA calculation (wB97M-V/def2-TZVPD) on a cluster of 18 separate species, H36O18 in total at a distorted geometry.

Last column: Mulliken charge in e.
Positions of all 54 atoms, in Å:
O 1.3358 5.5670 -1.1653  -0.618
H 1.9605 5.2124 -0.4864  0.316
H 0.6832 5.0852 -0.6171  0.301
O 4.3156 -4.8375 -0.9882  -0.591
H 3.5639 -4.6017 -1.5505  0.287
H 4.7915 -4.0481 -1.3473  0.302
O 2.0645 -4.7482 -3.1352  -0.619
H 1.8655 -3.9497 -3.7216  0.311
H 1.3880 -5.3207 -3.4993  0.309
O -0.2066 0.6472 -0.7474  -0.698
H -0.6879 0.1111 -1.3952  0.193
H 0.2296 1.2180 -1.4943  0.383
O -0.3636 -0.1542 -4.4301  -0.603
H -0.2372 -1.1005 -4.0305  0.308
H -0.9099 -0.4107 -5.2008  0.319
O 4.3693 -3.6431 1.9121  -0.649
H 4.1633 -4.5893 2.0120  0.322
H 4.0676 -3.2565 1.1208  0.300
O -0.1916 2.1689 -2.9226  -0.627
H 0.3117 2.7604 -3.5514  0.292
H -0.9178 1.7651 -3.5155  0.316
O 3.2745 0.2119 -1.5827  -0.571
H 3.9394 0.9104 -1.7304  0.301
H 3.4791 -0.5985 -2.0316  0.282
O -2.3646 1.2352 0.7340  -0.503
H -2.3422 2.1872 0.5766  0.336
H -1.4999 0.8283 0.4581  0.246
O -0.6188 4.1751 3.2655  -0.706
H 0.2007 4.2103 3.7570  0.312
H -1.3431 3.8479 3.7933  0.337
O 0.8582 2.1988 1.8191  -0.493
H 0.1930 2.7221 2.2968  0.425
H 0.3583 1.9999 1.0440  0.124
O -4.7644 -2.5254 2.4964  -0.624
H -4.8695 -1.6537 2.0370  0.304
H -3.8194 -2.6601 2.3134  0.319
O -3.9384 -1.6075 -1.8382  -0.584
H -4.6532 -1.4553 -1.2066  0.297
H -3.3523 -2.0016 -1.1526  0.282
O -0.7006 -2.5388 -1.1411  -0.618
H 0.1500 -2.0647 -1.1772  0.324
H -1.0659 -1.8011 -0.6594  0.287
O -3.1639 1.4015 3.4837  -0.616
H -3.4158 0.4395 3.5651  0.277
H -3.2152 1.5476 2.5144  0.351
O 3.2756 3.3610 3.7797  -0.636
H 2.3269 3.0041 3.9087  0.321
H 3.2805 3.0761 2.8344  0.320
O 2.0427 -2.2412 3.3774  -0.611
H 2.7518 -2.4063 2.7617  0.318
H 1.8265 -1.3528 3.0244  0.324
O -5.0539 1.5403 -0.7878  -0.604
H -5.2847 0.7035 -1.1407  0.276
H -4.0867 1.4311 -0.6385  0.350

Calculated values
ΔE to the lowest compared entry with this formula, charge and spin	119.0	kcal per mole
frontier orbital gap	10.078	eV
calculated total energy	-37437.35183	eV
strongest force on any atom	0.0671	hartree/bohr

No. 3
ORCA calculation (wB97M-V/def2-TZVPD) on a cluster of 18 separate species, H36O18 in total at a distorted geometry.

Last column: Mulliken charge in e.
Positions of all 54 atoms, in Å:
O -1.2059 2.6249 1.1363  -0.615
H -1.3604 1.7312 1.4581  0.272
H -1.2866 2.5499 0.1744  0.374
O 1.1119 -1.6459 -0.0619  -0.547
H 1.1956 -0.8141 -0.5345  0.219
H 1.4010 -1.5598 0.8520  0.302
O 1.1505 -4.7938 -0.2906  -0.622
H 0.7199 -3.9919 -0.6068  0.308
H 1.7733 -5.0789 -0.9635  0.306
O -1.7804 -2.2017 0.1608  -0.593
H -2.0334 -2.7865 0.8778  0.257
H -0.8736 -1.8981 0.3135  0.366
O 4.0714 -0.6295 1.7152  -0.607
H 3.3392 -0.0244 1.8849  0.290
H 4.3278 -0.4267 0.8097  0.300
O -3.7759 -1.1992 3.6384  -0.587
H -3.2049 -1.6754 3.0301  0.294
H -4.3614 -1.8120 4.0874  0.289
O 2.2311 2.6953 -2.0945  -0.610
H 1.3264 2.4705 -1.8599  0.298
H 2.5945 3.3142 -1.4550  0.314
O -4.8629 2.2341 -2.9583  -0.631
H -4.1719 1.7798 -2.4745  0.316
H -5.1552 3.0328 -2.5184  0.315
O 1.3473 0.8054 2.3502  -0.508
H 0.5409 1.1082 1.9405  0.219
H 1.8333 1.2505 3.0525  0.326
O -2.3010 -1.4040 -3.2287  -0.456
H -2.1821 -2.3074 -3.5335  0.212
H -2.5744 -0.9872 -4.0572  0.279
O 3.4217 2.4150 3.5757  -0.674
H 4.0574 1.7097 3.7168  0.323
H 3.7032 3.0611 2.9257  0.325
O 2.2886 5.0526 0.6554  -0.611
H 1.4114 4.9447 0.2949  0.322
H 2.5846 5.8792 1.0283  0.295
O 3.8597 -0.2759 -2.7081  -0.632
H 4.5528 -0.5620 -2.1104  0.292
H 3.6583 0.6498 -2.5449  0.329
O -0.3527 -1.0279 -5.6949  -0.586
H 0.0810 -0.3365 -6.1932  0.294
H 0.0508 -1.8812 -5.8506  0.305
O -2.7589 1.4955 4.9970  -0.627
H -2.2634 0.6748 5.0687  0.311
H -3.4759 1.3169 4.3807  0.307
O -0.9377 1.2491 -1.3612  -0.626
H -1.3792 0.4580 -1.6853  0.257
H -0.6591 1.2100 -0.4545  0.314
O -1.2003 -4.3828 -3.3026  -0.628
H -1.8037 -3.8273 -2.8174  0.317
H -0.6178 -4.9434 -2.7962  0.296
O -1.0346 -1.2900 3.2711  -0.499
H -0.1354 -1.6070 3.4128  0.278
H -0.8850 -0.3425 3.3479  0.239

Calculated values
ΔE to the lowest compared entry with this formula, charge and spin	87.4	kcal per mole
frontier orbital gap	11.013	eV
calculated total energy	-37438.71932	eV
strongest force on any atom	0.0482	hartree/bohr